Entry from the OMol25 dataset: an isolated molecule of CH2N2O3S (ωB97M-V with the def2-TZVPD basis set).

calculated total energy: -772.557160 hartree
2S+1: 1
SMILES string: [H]/N=N/[C@H]1OS1(=O)=O
HOMO-LUMO gap: 9.47 eV
energy relative to the best compared isomer or geometry (same formula, charge and spin): 93.9 kcal/mol

Each line ends with the natural charge from an NBO analysis.
Positions of all 9 atoms, in Å:
H1 0.66974 1.51757 2.45822  0.33
N1 0.80257 0.68503 1.96623  -0.27
N2 -0.07135 0.62175 1.07568  -0.17
C1 -0.10066 -0.51721 0.24061  -0.06
O1 -1.31230 -0.70218 -0.57658  -0.65
S1 -0.18607 -0.07820 -1.50388  2.28
O2 -0.25788 1.29376 -1.81500  -0.84
O3 0.21192 -1.09887 -2.50513  -0.85
H2 0.24402 -1.72166 0.65985  0.24